(1)
Density functional theory data (wB97M-V/def2-TZVPD) for a molecular structure, C20H45AsF9O22S2V2 at a distorted geometry.

## Properties
- <S²>: 0.76
- 2S+1: 2
- HOMO-LUMO gap (spin up / spin down): 7.5929 / 4.8935 eV
- DFT total energy: -224856.538 eV
- Net charge: -2
- LUMO energy (spin up / spin down): 3.6 / 1.5 eV

Last column: Mulliken charge in e.
Element x y z (Å)
1 O -4.2558 0.0689 3.4052  -0.5293
2 V -3.7168 -0.9672 2.2700  1.0839
3 O -2.9594 -2.0516 3.1415  -0.6007
4 O -4.1321 -3.7238 -1.6260  -0.3320
5 V -3.1155 -2.6485 -1.1241  0.9884
6 O -1.9418 -2.5741 -2.1727  -0.6254
7 S -5.7188 -2.5164 0.9760  1.5837
8 O -6.0113 -1.4461 1.9091  -0.6730
9 O -6.4385 -2.2976 -0.3035  -0.6655
10 O -4.2373 -2.4712 0.7466  -0.5399
11 O -6.0147 -3.8060 1.5521  -0.7808
12 S -4.4930 0.4015 -0.7108  1.1950
13 O -3.9270 1.5386 -1.3648  -0.4223
14 O -4.2113 -0.8290 -1.4270  -0.6043
15 O -4.0350 0.2114 0.6308  -0.8028
16 O -5.9673 0.4660 -0.6285  -0.3366
17 As -0.4192 -0.6115 0.7472  2.1828
18 F 0.5520 -1.4794 -0.5068  -0.5127
19 F -1.9077 -1.5525 0.2990  0.4849
20 F -1.4382 0.0776 1.9689  -0.4362
21 F 0.9834 0.3271 1.3654  -0.5242
22 F -0.8138 0.7191 -0.4171  -0.5457
23 F -0.0844 -2.0027 1.8050  -0.5658
24 C 1.2778 1.7297 -3.2639  -0.8202
25 O 2.0377 2.8740 -3.6160  -0.4029
26 C 2.1575 3.8083 -2.5011  -0.2735
27 C 3.5831 3.7177 -1.8626  -0.0754
28 O 4.6558 4.4031 -2.6364  -0.4322
29 C 5.2735 3.5677 -3.6017  -0.6733
30 H 0.3312 1.8704 -2.7422  0.4071
31 H 1.9521 1.0194 -2.7855  0.3885
32 H 0.9798 1.3365 -4.2358  0.2705
33 H 1.4257 3.7863 -1.6935  0.1019
34 H 2.1688 4.8065 -2.9386  0.3714
35 H 3.7787 2.6705 -1.6321  0.3053
36 H 3.6585 4.1909 -0.8836  0.0463
37 H 5.9357 4.0769 -4.3019  0.2784
38 H 4.6221 2.9229 -4.1917  0.2424
39 H 5.9704 2.9653 -3.0191  0.2736
40 C -2.6419 -5.1354 0.7879  -0.9752
41 O -1.8781 -4.3005 -0.0520  0.1080
42 C -0.3907 -4.5487 -0.0816  0.1806
43 C -0.0693 -5.9825 -0.7109  -0.8831
44 O -0.3212 -6.8989 0.3249  -0.2563
45 C -0.4994 -8.1614 -0.1970  -0.8253
46 H -2.3897 -4.9088 1.8238  0.3358
47 H -2.6020 -6.2243 0.7619  0.2469
48 H -3.7018 -4.8860 0.8399  0.3064
49 H 0.1416 -4.4080 0.8591  0.0279
50 H 0.0754 -3.8874 -0.8120  0.0918
51 H 0.9958 -6.0957 -0.9134  0.4184
52 H -0.5049 -6.2255 -1.6800  0.4437
53 H -0.3843 -8.8657 0.6269  0.2374
54 H 0.2975 -8.3143 -0.9248  0.3345
55 H -1.4249 -8.2039 -0.7713  0.3298
56 C -3.3153 4.8726 -5.3260  -0.8233
57 O -2.4965 3.9824 -4.6187  -0.2368
58 C -1.5598 3.2088 -5.4119  -0.2514
59 C -1.9910 1.7774 -5.2844  -0.5918
60 O -2.0310 1.4694 -3.8884  0.0415
61 C -1.5938 0.1646 -3.5174  -0.8454
62 H -4.0891 4.3575 -5.8952  0.2736
63 H -2.7488 5.5339 -5.9817  0.3275
64 H -3.7015 5.4697 -4.4999  0.2377
65 H -0.6063 3.2813 -4.8887  -0.1161
66 H -1.3488 3.5806 -6.4146  0.4930
67 H -1.1465 1.2653 -5.7455  0.3491
68 H -2.9130 1.5855 -5.8333  0.3300
69 H -1.5640 0.0663 -2.4322  -0.2635
70 H -0.6555 -0.2485 -3.8874  0.3962
71 H -2.3260 -0.5910 -3.8021  0.5625
72 C -0.0717 3.5045 1.4609  -0.3522
73 O 0.4143 4.4706 2.4692  -0.4340
74 C 1.4001 3.9808 3.3257  -0.6477
75 C 2.8142 3.6107 2.6525  -0.3900
76 O 3.1573 4.3267 1.4946  -0.2592
77 C 3.2929 5.6965 1.8594  -0.9016
78 H -0.2855 2.4936 1.8081  0.2338
79 H 0.5229 3.4969 0.5474  -0.0106
80 H -0.9934 3.9383 1.0733  0.3619
81 H 1.0323 3.0870 3.8296  0.4111
82 H 1.4019 4.8019 4.0426  0.3656
83 H 2.9771 2.5599 2.4127  0.1992
84 H 3.5980 3.8437 3.3732  0.4180
85 H 2.4819 6.1075 2.4605  0.3191
86 H 3.2616 6.3622 0.9969  0.2952
87 H 4.2352 5.8469 2.3862  0.3389
88 C 2.1417 -3.2237 3.7999  -0.5823
89 C 2.2981 -1.8404 4.4097  -0.0476
90 O 3.5236 -1.8858 5.1757  -0.3202
91 C 3.5133 -2.0856 6.5310  0.3703
92 O 2.4446 -2.1718 7.1741  -0.5358
93 C 4.8364 -2.2254 7.2651  0.8523
94 F 4.9501 -3.4126 7.9570  -0.2601
95 F 5.9771 -2.0731 6.5677  -0.2433
96 F 4.8062 -1.2746 8.1749  -0.2440
97 H 3.1440 -3.4644 3.4456  0.3640
98 H 1.3644 -3.1532 3.0390  -0.1785
99 H 1.9079 -4.0349 4.4895  0.3241
100 H 1.4150 -1.5777 4.9922  0.3323
101 H 2.3182 -1.0121 3.7015  0.1879

---

(2)
Density functional theory data (wB97M-V/def2-TZVPD) for a molecular structure, C20H46N2O11P2Si2 at a distorted geometry.

## Properties
- HOMO-LUMO gap: 10.6268 eV
- DFT total energy: -81327.038 eV
- Net charge: 0
- LUMO energy: 0.6 eV

Last column: Mulliken charge in e.
Element x y z (Å)
1 C -1.6724 2.1206 0.3859  0.3420
2 C -1.1275 3.0242 -0.1953  -0.6750
3 Si -0.2294 4.3774 -1.0572  0.0289
4 N 1.1432 4.7330 -0.1161  -0.0183
5 C 1.9720 5.8752 -0.5549  -0.6422
6 C 2.8834 5.6187 -1.7647  -0.9453
7 O 0.1470 3.7580 -2.6275  -0.4664
8 C 0.7559 2.6199 -2.5446  0.6842
9 N 1.5214 1.7578 -2.6035  -0.5261
10 O -1.1868 5.6616 -1.3356  -0.1368
11 Si -2.3203 6.0877 -0.1653  0.3984
12 C -4.0819 5.6881 -0.6594  -0.8956
13 C -4.3160 4.2865 -1.2544  0.1789
14 C -5.7141 4.2921 -1.9425  -1.3117
15 O -3.3562 3.9170 -2.2252  -0.4039
16 H -1.9720 1.2476 0.9199  0.5021
17 H 1.7120 3.9162 0.0778  0.2482
18 H 1.3517 6.7623 -0.6747  0.3347
19 H 2.6314 6.1103 0.2856  0.3892
20 H 2.5100 4.8465 -2.4371  0.2411
21 H 2.9535 6.5391 -2.3490  0.3081
22 H 3.8952 5.3380 -1.4744  0.3297
23 H -2.2051 7.5524 0.0115  -0.2271
24 H -1.9727 5.4899 1.1359  -0.1376
25 H -4.6737 5.7400 0.2627  0.3640
26 H -4.5081 6.4398 -1.3296  0.4409
27 H -4.3760 3.5070 -0.4979  0.2338
28 H -6.4059 4.9489 -1.4172  0.3628
29 H -6.1084 3.2784 -1.9990  0.3439
30 H -5.5623 4.6620 -2.9590  0.3663
31 H -3.4017 4.5137 -2.9787  0.3398
32 O 4.3105 -0.6088 3.3932  -0.7740
33 P 2.8606 -0.8962 3.4648  1.0312
34 O 2.0736 0.4544 3.0698  -0.3766
35 C 2.1836 0.9585 1.7329  -0.4185
36 C 1.2911 0.2069 0.7650  -0.2775
37 O 2.5679 -0.9521 5.0736  -0.3285
38 C 3.6217 -1.1617 6.0122  -0.2918
39 C 4.0453 0.1456 6.6470  -1.2508
40 O 1.6379 -1.8984 3.1200  -0.2195
41 C 1.8705 -3.3298 3.1161  -0.3195
42 C 1.6969 -3.9323 4.4970  -1.0187
43 H 3.2270 0.9241 1.4061  0.3290
44 H 1.8850 2.0072 1.7794  0.0630
45 H 1.6373 -0.8218 0.6450  0.3697
46 H 1.2832 0.6898 -0.2107  0.0648
47 H 0.2699 0.1584 1.1409  0.1045
48 H 4.4699 -1.6627 5.5450  0.3783
49 H 3.2314 -1.8340 6.7806  0.3847
50 H 4.3432 0.8693 5.8885  0.2895
51 H 4.8808 -0.0091 7.3317  0.3734
52 H 3.2143 0.5827 7.2026  0.3018
53 H 2.8614 -3.5497 2.7131  0.3393
54 H 1.1379 -3.7523 2.4302  0.3192
55 H 2.5601 -3.7267 5.1298  0.1958
56 H 1.5911 -5.0153 4.4256  0.4115
57 H 0.8208 -3.5160 4.9922  0.2796
58 O -2.2190 -3.7580 -3.6864  -0.7792
59 P -1.4053 -4.4256 -2.6466  0.8248
60 O -2.2904 -4.4792 -1.2961  -0.2510
61 C -3.4787 -5.2762 -1.2686  -0.3437
62 C -3.1743 -6.7498 -1.0649  -0.9536
63 O -0.3052 -3.2926 -2.2372  -0.1020
64 C -0.0062 -2.1923 -3.1026  -0.5167
65 C -0.7151 -0.9375 -2.6473  -0.8656
66 O -0.4229 -5.6486 -2.2389  -0.2305
67 C 0.4993 -6.1715 -3.2283  -0.3520
68 C 1.8056 -5.4012 -3.2431  -0.9588
69 H -4.0533 -5.1195 -2.1857  0.3033
70 H -4.0759 -4.9037 -0.4371  0.3090
71 H -2.6598 -7.1688 -1.9314  0.2349
72 H -4.0963 -7.3121 -0.9117  0.4047
73 H -2.5241 -6.8900 -0.2017  0.2389
74 H -0.2534 -2.4291 -4.1377  0.3974
75 H 1.0745 -2.0386 -3.0550  0.4288
76 H -1.7931 -1.0923 -2.5851  0.3397
77 H -0.5176 -0.1128 -3.3313  0.2837
78 H -0.3739 -0.6510 -1.6512  0.0506
79 H 0.0328 -6.1723 -4.2158  0.3365
80 H 0.6821 -7.2091 -2.9524  0.3326
81 H 1.6952 -4.4451 -3.7539  0.1955
82 H 2.5732 -5.9694 -3.7698  0.4046
83 H 2.1426 -5.1937 -2.2285  0.2572

---

(3)
Density functional theory data (wB97M-V/def2-TZVPD) for a molecular structure, C20H46OP4RuS at a distorted geometry.

## Properties
- <S²>: 8.78
- 2S+1: 6
- HOMO-LUMO gap (spin up / spin down): 6.6139 / 3.7278 eV
- DFT total energy: -74076.694 eV
- Net charge: +3
- LUMO energy (spin up / spin down): -9.1 / -13.3 eV

Last column: Mulliken charge in e.
Element x y z (Å)
1 Ru 0.4774 -0.9953 -0.1390  0.4198
2 P -0.5706 -2.6597 -1.0899  1.1870
3 P 0.3687 -1.9158 1.9862  0.7232
4 P 2.4778 -1.6427 -0.7933  1.0809
5 H 0.6464 4.9669 -2.6842  0.3336
6 C 1.2242 4.4018 -3.4110  -0.5107
7 C 0.6547 3.5626 -4.2891  -0.4786
8 H -0.3518 3.0827 -4.1766  0.1900
9 C -2.3767 -2.5042 -0.8678  -1.0566
10 C -0.2033 -4.3676 -0.5723  -1.4786
11 C -0.4383 -2.9008 -2.9057  -1.3939
12 C 0.8255 -0.5519 3.1186  -0.8525
13 C -1.1227 -2.6624 2.7827  -1.0567
14 C 1.5835 -3.2487 2.2995  -1.1594
15 C 2.9902 -0.8625 -2.3885  -1.3964
16 C 3.0308 -3.3851 -1.1419  -1.4744
17 C 3.8266 -1.1226 0.3308  -1.2093
18 H 2.2954 4.5858 -3.4359  0.2930
19 H 1.1693 3.3283 -5.2297  0.2933
20 H -2.7473 -1.8518 -1.6677  0.4026
21 H -2.5712 -2.0447 0.1083  0.2007
22 H -2.8674 -3.4841 -0.9388  0.4443
23 H -0.6102 -4.5344 0.4269  0.3399
24 H 0.8744 -4.5488 -0.5681  0.2728
25 H -0.6678 -5.0686 -1.2759  0.5396
26 H -0.9551 -2.0867 -3.4216  0.4342
27 H -0.8897 -3.8585 -3.2027  0.4892
28 H 0.6111 -2.9128 -3.2204  0.3393
29 H 0.7736 -0.8612 4.1749  0.4495
30 H 0.0998 0.2585 2.9401  -0.0674
31 H 1.8426 -0.2156 2.8716  0.3312
32 H -0.8644 -3.0492 3.7827  0.5019
33 H -1.5070 -3.5011 2.1836  0.3263
34 H -1.9021 -1.8921 2.8766  0.1485
35 H 1.5977 -3.4851 3.3733  0.5435
36 H 2.5779 -2.9142 1.9836  0.1590
37 H 1.2927 -4.1452 1.7373  0.3172
38 H 4.0467 -1.0701 -2.6119  0.5311
39 H 2.8525 0.2251 -2.3470  0.5400
40 H 2.3766 -1.2454 -3.2136  0.3952
41 H 3.9899 -3.3711 -1.6967  0.4943
42 H 2.3019 -3.9072 -1.7765  0.4363
43 H 3.1717 -3.9465 -0.2061  0.3658
44 H 4.8098 -1.2434 -0.1484  0.4599
45 H 3.8244 -1.7315 1.2420  0.3500
46 H 3.6954 -0.0656 0.6015  0.2850
47 C -0.1958 2.3075 -1.1512  2.3699
48 C 0.7767 2.7469 -0.2355  -0.3476
49 C 0.8526 4.0946 0.1349  -0.7388
50 C -0.2221 4.9369 -0.2015  -0.4317
51 C -1.2869 4.4673 -0.9769  -0.7503
52 C -1.2326 3.1820 -1.5121  -1.5233
53 S -0.3191 0.6790 -1.9144  -0.5914
54 H 1.0151 0.2134 -1.8232  -0.0912
55 H 1.4589 2.0040 0.1890  0.4427
56 H 1.7185 4.5117 0.6716  0.4874
57 H -0.2558 5.9637 0.1694  0.4736
58 H -2.2168 5.0291 -1.0515  0.4451
59 H -2.0335 2.7833 -2.1100  0.6507
60 C -1.6393 2.6419 3.1206  -1.3353
61 P -2.4860 1.5253 1.9703  0.6752
62 C -3.9943 1.1412 2.8409  -1.3681
63 C -3.0997 2.5810 0.6700  -0.6246
64 O -1.6366 0.3793 1.4839  -0.3149
65 H -1.4116 2.0992 4.0487  0.4275
66 H -2.3045 3.4849 3.3740  0.4283
67 H -0.7105 3.0301 2.6838  0.3048
68 H -4.5247 2.0899 3.0387  0.4753
69 H -4.6004 0.5081 2.1809  0.4123
70 H -3.7426 0.6408 3.7849  0.3795
71 H -2.4039 3.4305 0.6363  -0.1518
72 H -3.0560 2.0006 -0.2640  0.2357
73 H -4.1130 2.9702 0.8426  0.5778